C20H33F7GeIrNO5S2 | ωB97M-V with the def2-TZVPD basis set

M = 829.433 Da
LUMO energy (alpha / beta) = -9.645 / -10.123 eV
HOMO-LUMO gap (alpha / beta) = 6.35 / 5.89 eV
Highest occupied orbital energy (alpha / beta) = -16.0 / -16.0 eV
Charge = +2

Atoms and positions in Å:
Ir  0.171  -1.205  -0.792
F  -1.195  -3.467  3.987
C  -1.287  -2.577  3.033
F  -2.478  -2.008  3.024
F  -0.346  -1.643  3.172
S  -1.031  -3.397  1.395
O  -1.154  -2.229  0.454
O  -2.002  -4.402  1.207
N  0.459  -3.890  1.501
S  1.553  -3.411  0.511
O  1.542  -3.962  -0.808
O  1.636  -1.893  0.489
C  3.118  -3.850  1.403
F  3.201  -5.153  1.484
F  3.104  -3.294  2.595
F  4.108  -3.355  0.675
F  3.863  0.808  -4.884
C  3.104  0.501  -3.885
C  3.620  -0.357  -2.898
C  2.817  -0.659  -1.842
C  1.434  -0.218  -1.809
C  1.017  0.774  -2.788
C  1.813  1.081  -3.840
H  4.633  -0.725  -2.990
H  3.196  -1.274  -1.038
H  0.021  1.192  -2.722
H  1.513  1.749  -4.636
C  -3.342  -0.228  -0.684
C  -2.835  -1.254  -1.655
O  -1.438  -0.970  -2.093
C  -1.183  -1.612  -3.401
C  -1.086  -3.115  -3.299
H  -4.345  -0.533  -0.381
H  -3.421  0.756  -1.140
H  -2.736  -0.175  0.218
H  -3.420  -1.234  -2.573
H  -2.854  -2.257  -1.239
H  -0.255  -1.179  -3.763
H  -1.993  -1.289  -4.053
H  -0.267  -3.426  -2.645
H  -0.881  -3.519  -4.292
H  -2.014  -3.566  -2.951
C  -2.662  3.238  0.895
C  -2.188  3.789  -0.445
C  -1.193  2.885  -1.172
C  0.084  2.615  -0.362
Ge  0.223  1.035  0.746
C  1.891  0.938  1.743
C  1.625  1.317  3.204
C  0.921  2.662  3.344
C  0.689  3.060  4.795
H  -3.389  3.908  1.351
H  -1.843  3.134  1.613
H  -3.142  2.263  0.785
H  -1.732  4.772  -0.301
H  -3.050  3.948  -1.096
H  -0.923  3.361  -2.118
H  -1.688  1.947  -1.435
H  0.208  3.392  0.405
H  0.993  2.672  -0.964
H  -1.033  0.504  1.440
H  2.565  1.656  1.267
H  2.331  -0.053  1.659
H  2.580  1.348  3.734
H  1.030  0.540  3.693
H  -0.058  2.622  2.833
H  1.503  3.435  2.831
H  0.082  2.316  5.313
H  0.180  4.020  4.868
H  1.639  3.145  5.324

Atomic forces in eV per Å
Ir -0.157 -0.110 0.066
F 0.015 -0.015 0.030
C -0.043 -0.002 -0.035
F -0.007 0.010 0.009
F 0.014 0.013 0.020
S 0.245 -0.014 0.061
O -0.088 -0.033 0.006
O -0.029 -0.018 0.011
N -0.151 0.030 -0.176
S -0.011 -0.004 -0.032
O 0.058 -0.025 0.156
O 0.044 0.033 0.001
C -0.029 -0.001 0.027
F 0.006 -0.019 0.005
F 0.008 0.010 0.020
F 0.020 -0.001 -0.020
F 0.050 0.019 -0.066
C 0.005 -0.005 0.018
C -0.002 -0.026 0.051
C -0.006 0.032 -0.011
C -0.022 0.102 -0.077
C 0.067 -0.084 -0.052
C -0.053 0.045 0.016
H 0.001 0.004 -0.011
H -0.022 0.006 -0.004
H -0.010 0.010 0.042
H 0.001 0.001 0.000
C 0.019 -0.036 -0.015
C -0.007 0.035 0.061
O -0.069 0.075 -0.132
C -0.008 -0.053 0.049
C -0.008 0.017 -0.013
H 0.005 -0.001 -0.003
H 0.011 0.032 -0.003
H 0.020 -0.002 0.010
H 0.020 -0.019 -0.014
H 0.008 0.009 -0.014
H 0.019 0.037 -0.010
H 0.000 0.000 -0.003
H -0.008 -0.014 -0.005
H 0.011 -0.004 0.001
H 0.007 -0.005 0.003
C -0.001 0.031 0.009
C -0.052 -0.052 0.018
C 0.019 0.006 -0.049
C -0.103 0.096 0.061
Ge 0.105 -0.171 0.025
C -0.057 -0.049 -0.055
C 0.032 0.052 0.021
C -0.033 -0.013 0.039
C 0.005 0.003 -0.012
H -0.001 -0.006 0.002
H -0.020 0.013 -0.016
H 0.003 -0.002 -0.002
H 0.014 -0.001 0.012
H 0.013 0.013 0.004
H 0.029 0.020 0.026
H -0.015 -0.054 -0.022
H 0.065 0.060 -0.066
H 0.014 -0.017 0.005
H -0.010 0.024 0.010
H 0.030 -0.002 0.034
H 0.021 0.017 0.014
H 0.001 0.007 0.000
H -0.008 -0.006 -0.024
H 0.021 -0.003 0.008
H 0.008 0.002 -0.008
H 0.000 0.000 0.000
H -0.001 0.000 0.002
H -0.002 0.000 -0.001